# C36H49CoN2O9SiTe

C36H49CoN2O9SiTe as an isolated structure (the ωB97M-V functional and the def2-TZVPD basis, the Open Molecules 2025 dataset).

Calculated values
**Kohn-Sham gap (spin up / spin down)**: 0.27194 / 0.27109 hartree
**Relative energy (zero: lowest compared OMol25 entry of this formula, charge and spin)**: 14.4 kJ/mol
**Lowest unoccupied orbital energy (spin up / spin down)**: 2.3 / 2.3 eV

```
! RIJCOSX wB97M-V def2-TZVPD def2/J DEFGRID3
* xyz -1 2
Co -0.489 -0.457 -1.252
O 3.860 -1.971 -5.147
C 2.869 -1.717 -4.247
C 2.880 -2.258 -2.967
C 1.835 -1.943 -2.121
N 0.842 -1.157 -2.510
C 0.825 -0.635 -3.735
C 1.826 -0.888 -4.649
C -0.388 0.235 -4.009
O -0.530 0.737 -5.114
O -1.159 0.334 -2.995
C 1.689 -2.482 -0.707
O 2.508 -3.296 -0.300
O 0.664 -2.013 -0.125
H 4.497 -2.574 -4.744
H 3.663 -2.913 -2.606
H 1.781 -0.450 -5.634
C -4.589 2.190 -2.139
C -3.604 2.564 -1.026
C -4.331 3.048 0.228
C -2.604 3.611 -1.532
C -2.827 1.351 -0.714
N -2.233 0.379 -0.581
H -5.111 3.092 -2.463
H -5.325 1.467 -1.786
H -4.056 1.762 -2.988
H -4.894 3.950 -0.017
H -3.622 3.283 1.022
H -5.025 2.293 0.598
H -3.157 4.503 -1.833
H -2.046 3.226 -2.385
H -1.892 3.880 -0.750
Te -1.368 -2.347 1.578
C -3.268 -3.000 2.298
C -3.353 -3.918 3.340
C -4.580 -4.439 3.735
C -5.742 -4.053 3.085
C -5.672 -3.128 2.051
C -4.446 -2.602 1.668
C -1.668 -3.488 -0.182
C -2.295 -2.940 -1.295
C -2.359 -3.646 -2.491
C -1.802 -4.912 -2.581
C -1.191 -5.472 -1.465
C -1.121 -4.764 -0.274
H -2.450 -4.238 3.844
H -4.624 -5.156 4.546
H -6.696 -4.471 3.379
H -6.575 -2.816 1.540
H -4.404 -1.876 0.865
H -2.757 -1.961 -1.240
H -2.834 -3.192 -3.352
H -1.840 -5.459 -3.514
H -0.750 -6.459 -1.527
H -0.615 -5.193 0.581
C 0.756 4.421 0.038
C 0.848 3.642 1.348
C -0.513 3.038 1.695
C 1.315 4.546 2.481
O 1.847 2.648 1.188
Si 1.647 1.077 0.660
O 0.553 1.005 -0.478
O 1.295 0.136 1.949
C 1.959 -0.103 3.175
C 2.220 -1.605 3.258
C 3.278 0.656 3.286
C 1.014 0.338 4.288
O 3.169 0.605 0.202
C 4.047 1.149 -0.772
C 3.317 1.386 -2.089
C 5.145 0.108 -0.956
C 4.646 2.454 -0.257
H -0.037 5.173 0.072
H 0.556 3.724 -0.778
H 1.703 4.925 -0.163
H -1.262 3.829 1.793
H -0.460 2.491 2.638
H -0.819 2.333 0.922
H 0.613 5.366 2.644
H 2.296 4.963 2.245
H 1.402 3.972 3.405
H 2.651 -1.958 2.322
H 1.293 -2.156 3.417
H 2.909 -1.833 4.076
H 3.983 0.317 2.527
H 3.707 0.476 4.274
H 3.127 1.729 3.153
H 0.035 -0.120 4.143
H 0.893 1.423 4.280
H 1.400 0.040 5.266
H 2.934 0.447 -2.485
H 3.996 1.825 -2.824
H 2.467 2.053 -1.948
H 4.700 -0.850 -1.225
H 5.695 -0.027 -0.023
H 5.844 0.412 -1.738
H 3.871 3.206 -0.116
H 5.388 2.832 -0.964
H 5.128 2.289 0.708
*
```

Charges obtained by Mulliken population analysis, quoted in units of e: number 1, Co, carries -0.146; number 2, O, carries -0.589; number 3, C, carries 0.983; number 4, C, carries -0.321; number 5, C, carries -0.056; number 6, N, carries 1.141; number 7, C, carries 0.240; number 8, C, carries -0.937; number 9, C, carries 0.120; number 10, O, carries -0.800; number 11, O, carries -0.721; number 12, C, carries -0.403; number 13, O, carries -0.857; number 14, O, carries 0.069; number 15, H, carries 0.307; number 16, H, carries 0.494; number 17, H, carries 0.572; number 18, C, carries -1.810; number 19, C, carries 2.533; number 20, C, carries -1.581; number 21, C, carries -1.221; number 22, C, carries -0.498; number 23, N, carries 0.116; number 24, H, carries 0.438; number 25, H, carries 0.390; number 26, H, carries 0.321; number 27, H, carries 0.433; number 28, H, carries 0.234; number 29, H, carries 0.373; number 30, H, carries 0.515; number 31, H, carries 0.296; number 32, H, carries 0.038; number 33, Te, carries 0.503; number 34, C, carries 0.098; number 35, C, carries -0.389; number 36, C, carries -0.552; number 37, C, carries -0.411; number 38, C, carries -0.644; number 39, C, carries -0.093; number 40, C, carries 0.174; number 41, C, carries -0.090; number 42, C, carries -0.479; number 43, C, carries -0.559; number 44, C, carries -0.634; number 45, C, carries -0.340; number 46, H, carries 0.333; number 47, H, carries 0.358; number 48, H, carries 0.348; number 49, H, carries 0.381; number 50, H, carries 0.272; number 51, H, carries -0.019; number 52, H, carries 0.446; number 53, H, carries 0.379; number 54, H, carries 0.387; number 55, H, carries 0.420; number 56, C, carries -1.772; number 57, C, carries 2.130; number 58, C, carries -0.961; number 59, C, carries -1.926; number 60, O, carries 0.032; number 61, Si, carries -3.307; number 62, O, carries 1.890; number 63, O, carries 0.648; number 64, C, carries 1.725; number 65, C, carries -1.274; number 66, C, carries -1.344; number 67, C, carries -1.597; number 68, O, carries 0.289; number 69, C, carries 1.972; number 70, C, carries -1.631; number 71, C, carries -1.761; number 72, C, carries -1.606; number 73, H, carries 0.503; number 74, H, carries 0.155; number 75, H, carries 0.378; number 76, H, carries 0.696; number 77, H, carries 0.000; number 78, H, carries -0.351; number 79, H, carries 0.419; number 80, H, carries 0.326; number 81, H, carries 0.328; number 82, H, carries 0.210; number 83, H, carries 0.180; number 84, H, carries 0.399; number 85, H, carries 0.148; number 86, H, carries 0.597; number 87, H, carries 0.086; number 88, H, carries 0.156; number 89, H, carries 0.221; number 90, H, carries 0.449; number 91, H, carries 0.517; number 92, H, carries 0.592; number 93, H, carries 0.058; number 94, H, carries 0.249; number 95, H, carries 0.366; number 96, H, carries 0.357; number 97, H, carries 0.120; number 98, H, carries 0.485; number 99, H, carries 0.286



# C8H8Se2

The molecule C8H8Se2 (the ωB97M-V functional and the def2-TZVPD basis, the Open Molecules 2025 dataset).

Calculated values
**Kohn-Sham gap (spin up / spin down)**: 0.20642 / 0.20626 hartree
**Lowest unoccupied orbital energy (spin up / spin down)**: -2.2 / -2.2 eV

```
! RIJCOSX wB97M-V def2-TZVPD def2/J DEFGRID3
* xyz 0 1
C 0.415 1.504 -0.466
C -0.737 1.345 -0.093
C -0.024 -1.537 1.560
C -0.994 -1.511 0.875
C 1.823 1.476 -0.705
C 2.857 -0.949 0.549
C -2.186 1.316 0.149
C -2.008 -1.797 -0.156
Se 2.333 -0.468 -1.102
Se -2.909 -0.129 -0.978
H 2.081 2.195 -1.443
H 2.524 1.733 0.079
H 3.123 -0.187 1.310
H 3.151 -2.004 0.638
H -2.602 1.444 1.098
H -2.662 2.123 -0.463
H -1.444 -2.106 -1.109
H -2.742 -2.447 0.257
*
```

Charges obtained by natural (NBO) population analysis, quoted in units of e: number 1, C, carries -0.147; number 2, C, carries 0.142; number 3, C, carries -0.246; number 4, C, carries -0.402; number 5, C, carries -0.548; number 6, C, carries -0.430; number 7, C, carries -0.636; number 8, C, carries -0.553; number 9, Se, carries 0.657; number 10, Se, carries 0.222; number 11, H, carries 0.252; number 12, H, carries 0.239; number 13, H, carries 0.241; number 14, H, carries 0.245; number 15, H, carries 0.252; number 16, H, carries 0.251; number 17, H, carries 0.228; number 18, H, carries 0.233



# C4H9O2

An isolated ion of composition C4H9O2 and charge -1 (the ωB97M-V functional and the def2-TZVPD basis, the Open Molecules 2025 dataset).

Calculated values
**SMILES**: [O-]CCCCO
**Kohn-Sham gap**: 0.23134 hartree
**Relative energy (zero: lowest compared OMol25 entry of this formula, charge and spin)**: 332.9 kJ/mol
**Lowest unoccupied orbital energy**: 4.0 eV

```
! RIJCOSX wB97M-V def2-TZVPD def2/J DEFGRID3
* xyz -1 1
C 0.708 -1.053 0.842
O 1.546 0.008 1.078
C 0.263 -1.019 -0.638
C -0.235 0.403 -0.956
C -1.101 1.111 0.134
O -1.143 2.506 -0.090
H -0.260 -0.946 1.404
H 1.286 -1.993 1.324
H 1.197 0.909 1.090
H 1.101 -1.222 -1.356
H -0.552 -1.815 -0.967
H -0.641 0.617 -2.023
H 0.773 0.928 -1.106
H -2.192 0.619 0.107
H -0.750 0.945 1.157
*
```

Charges obtained by natural (NBO) population analysis, quoted in units of e: number 1, C, carries -0.055; number 2, O, carries -0.766; number 3, C, carries -0.433; number 4, C, carries -0.443; number 5, C, carries -0.053; number 6, O, carries -0.985; number 7, H, carries 0.163; number 8, H, carries 0.156; number 9, H, carries 0.503; number 10, H, carries 0.184; number 11, H, carries 0.176; number 12, H, carries 0.207; number 13, H, carries 0.185; number 14, H, carries 0.065; number 15, H, carries 0.097



# H8O4

A 4-piece molecular cluster, H8O4 overall (the ωB97M-V functional and the def2-TZVPD basis, the Open Molecules 2025 dataset).

Calculated values
**SMILES**: O.O.O.O
**Kohn-Sham gap**: 0.41931 hartree
**Relative energy (zero: lowest compared OMol25 entry of this formula, charge and spin)**: 122.4 kJ/mol
**Lowest unoccupied orbital energy**: 0.2 eV

```
! RIJCOSX wB97M-V def2-TZVPD def2/J DEFGRID3
* xyz 0 1
O 0.107 0.876 1.347
H -0.222 1.746 1.076
H 0.760 0.630 0.675
O 1.851 -2.170 1.518
H 1.245 -2.767 1.176
H 1.873 -1.449 0.849
O -0.949 2.093 -2.006
H -0.184 1.539 -1.917
H -1.145 2.063 -2.919
O -0.859 -1.131 -0.024
H -1.768 -1.176 -0.159
H -0.709 -0.253 0.384
*
```

Charges obtained by natural (NBO) population analysis, quoted in units of e: number 1, O, carries -0.916; number 2, H, carries 0.486; number 3, H, carries 0.468; number 4, O, carries -0.925; number 5, H, carries 0.470; number 6, H, carries 0.455; number 7, O, carries -0.935; number 8, H, carries 0.464; number 9, H, carries 0.471; number 10, O, carries -0.980; number 11, H, carries 0.465; number 12, H, carries 0.477



# C2H3N2OP

A 2-piece molecular cluster, C2H3N2OP overall (the ωB97M-V functional and the def2-TZVPD basis, the Open Molecules 2025 dataset).

Calculated values
**Kohn-Sham gap (spin up / spin down)**: 0.30574 / 0.28087 hartree
**Relative energy (zero: lowest compared OMol25 entry of this formula, charge and spin)**: 474.0 kJ/mol
**Lowest unoccupied orbital energy (spin up / spin down)**: -2.0 / -2.2 eV

```
! RIJCOSX wB97M-V def2-TZVPD def2/J DEFGRID3
* xyz 0 1
C -2.826 -0.707 0.087
C -0.814 -0.066 -0.060
N -2.803 0.584 0.073
N -1.548 0.977 0.019
O -1.550 -1.234 -0.039
P 2.102 -0.182 0.073
H -3.623 -1.332 0.182
H 2.649 1.029 0.593
H 1.650 0.287 -1.283
*
```

Charges obtained by natural (NBO) population analysis, quoted in units of e: number 1, C, carries 0.276; number 2, C, carries 0.456; number 3, N, carries -0.273; number 4, N, carries -0.391; number 5, O, carries -0.466; number 6, P, carries 0.233; number 7, H, carries 0.193; number 8, H, carries -0.034; number 9, H, carries 0.005



# C34H43AsFeN3P2SSi2

C34H43AsFeN3P2SSi2 as an isolated structure (the ωB97M-V functional and the def2-TZVPD basis, the Open Molecules 2025 dataset).

Calculated values
**Kohn-Sham gap (spin up / spin down)**: 0.23090 / 0.24279 hartree
**Lowest unoccupied orbital energy (spin up / spin down)**: -7.1 / -6.9 eV

```
! RIJCOSX wB97M-V def2-TZVPD def2/J DEFGRID3
* xyz 2 2
Fe 0.905 0.112 -0.049
N -1.605 -0.369 -1.120
P -1.393 0.599 0.278
C -2.054 2.214 -0.275
C -1.430 3.394 0.110
C -1.869 4.604 -0.398
C -2.946 4.642 -1.270
C -3.602 3.472 -1.619
C -3.153 2.263 -1.128
C -2.754 -0.029 1.315
C -3.340 0.800 2.268
C -4.370 0.325 3.059
C -4.821 -0.977 2.904
C -4.223 -1.814 1.976
C -3.181 -1.348 1.195
P -0.168 -0.726 -1.980
C -0.843 -1.969 -3.123
C -2.015 -2.655 -2.821
C -2.567 -3.519 -3.749
C -1.935 -3.732 -4.963
C -0.740 -3.087 -5.246
C -0.189 -2.210 -4.329
C 0.101 0.662 -3.146
C 1.413 0.975 -3.489
C 1.673 1.985 -4.396
C 0.627 2.692 -4.966
C -0.682 2.389 -4.618
C -0.948 1.382 -3.707
H -2.467 -0.264 -1.656
H -0.608 3.355 0.813
H -1.378 5.523 -0.113
H -3.276 5.585 -1.672
H -4.461 3.501 -2.271
H -3.676 1.356 -1.397
H -2.999 1.821 2.374
H -4.827 0.974 3.790
H -5.637 -1.338 3.510
H -4.570 -2.830 1.859
H -2.707 -2.001 0.474
H -2.505 -2.510 -1.869
H -3.495 -4.022 -3.521
H -2.379 -4.398 -5.688
H -0.246 -3.267 -6.188
H 0.737 -1.701 -4.554
H 2.234 0.415 -3.056
H 2.693 2.204 -4.668
H 0.829 3.481 -5.674
H -1.497 2.932 -5.070
H -1.970 1.149 -3.441
S 1.777 2.173 -0.522
C 3.252 2.974 -0.331
N 3.322 4.071 0.499
C 4.496 4.711 0.700
C 5.611 4.299 0.022
C 5.457 3.215 -0.867
N 4.323 2.569 -0.996
H 2.474 4.386 0.958
H 4.500 5.530 1.405
H 6.556 4.795 0.156
H 6.275 2.859 -1.478
C 0.615 -5.081 0.759
Si 0.740 -3.935 2.276
C -0.931 -3.714 3.179
C 2.146 -4.459 3.457
As 1.260 -1.690 1.349
Si 2.159 -0.581 3.305
C 0.954 -0.661 4.781
C 3.969 -1.091 3.632
C 2.224 1.208 2.638
H 0.324 -6.080 1.070
H 1.569 -5.168 0.243
H -0.125 -4.734 0.042
H -1.247 -4.657 3.616
H -1.714 -3.390 2.499
H -0.869 -2.988 3.985
H 1.968 -5.471 3.810
H 2.214 -3.821 4.334
H 3.113 -4.460 2.958
H 0.929 -1.638 5.252
H -0.059 -0.412 4.472
H 1.246 0.055 5.544
H 4.077 -2.121 3.954
H 4.409 -0.463 4.403
H 4.565 -0.965 2.731
H 1.236 1.559 2.342
H 2.873 1.231 1.763
H 2.625 1.905 3.364
*
```

Charges obtained by Mulliken population analysis, quoted in units of e: number 1, Fe, carries -0.710; number 2, N, carries -0.051; number 3, P, carries 0.950; number 4, C, carries 0.553; number 5, C, carries -0.165; number 6, C, carries -0.679; number 7, C, carries -0.632; number 8, C, carries -0.756; number 9, C, carries -0.763; number 10, C, carries 0.658; number 11, C, carries -0.824; number 12, C, carries -0.691; number 13, C, carries -0.594; number 14, C, carries -0.624; number 15, C, carries -0.701; number 16, P, carries 0.932; number 17, C, carries 0.565; number 18, C, carries -0.078; number 19, C, carries -0.728; number 20, C, carries -0.534; number 21, C, carries -0.712; number 22, C, carries -0.630; number 23, C, carries 0.585; number 24, C, carries -0.601; number 25, C, carries -0.585; number 26, C, carries -0.608; number 27, C, carries -0.806; number 28, C, carries -0.306; number 29, H, carries 0.426; number 30, H, carries 0.426; number 31, H, carries 0.455; number 32, H, carries 0.436; number 33, H, carries 0.461; number 34, H, carries 0.444; number 35, H, carries 0.461; number 36, H, carries 0.461; number 37, H, carries 0.439; number 38, H, carries 0.474; number 39, H, carries 0.526; number 40, H, carries 0.346; number 41, H, carries 0.446; number 42, H, carries 0.410; number 43, H, carries 0.434; number 44, H, carries 0.423; number 45, H, carries 0.448; number 46, H, carries 0.487; number 47, H, carries 0.442; number 48, H, carries 0.479; number 49, H, carries 0.393; number 50, S, carries -0.206; number 51, C, carries 0.280; number 52, N, carries 0.087; number 53, C, carries -0.054; number 54, C, carries -0.715; number 55, C, carries -0.005; number 56, N, carries -0.482; number 57, H, carries 0.213; number 58, H, carries 0.447; number 59, H, carries 0.411; number 60, H, carries 0.459; number 61, C, carries -1.027; number 62, Si, carries 0.283; number 63, C, carries -0.684; number 64, C, carries -1.014; number 65, As, carries 0.324; number 66, Si, carries 0.332; number 67, C, carries -1.019; number 68, C, carries -1.067; number 69, C, carries -0.871; number 70, H, carries 0.383; number 71, H, carries 0.325; number 72, H, carries 0.279; number 73, H, carries 0.457; number 74, H, carries 0.016; number 75, H, carries 0.282; number 76, H, carries 0.406; number 77, H, carries 0.293; number 78, H, carries 0.349; number 79, H, carries 0.326; number 80, H, carries 0.289; number 81, H, carries 0.412; number 82, H, carries 0.326; number 83, H, carries 0.383; number 84, H, carries 0.332; number 85, H, carries 0.210; number 86, H, carries -0.127; number 87, H, carries 0.586